[1]
A gas-phase ion, C3H10N3O (charge +1) at a distorted geometry, computed with ωB97M-V/def2-TZVPD.

Results
- structure (SMILES) = COC/[N+](C)=N\N
- electronic energy (eV) = -9781.32275
- charge = +1

Each line ends with the Mulliken charge.
Element x y z (Å)
C  1.884  -1.450  0.107  -0.848
C  -2.547  0.324  0.139  -0.797
C  -0.349  -0.428  -0.246  -0.212
N  1.662  0.855  0.111  -0.291
N  1.110  1.982  -0.125  -0.291
N  1.077  -0.188  0.016  0.644
O  -1.065  0.639  0.147  -0.424
H  2.191  -1.807  -0.912  0.316
H  1.238  -2.175  0.656  0.336
H  2.746  -1.245  0.702  0.355
H  -2.989  1.087  0.757  0.256
H  -2.677  -0.648  0.514  0.367
H  -3.032  0.260  -0.821  0.348
H  -0.533  -1.502  0.278  0.189
H  -0.613  -0.671  -1.247  0.438
H  0.075  2.253  -0.069  0.329
H  1.822  2.714  -0.006  0.285

Forces on atoms 1 to 3 (eV/Å):
C -0.89 -0.34 -0.23
C 1.49 1.01 0.03
C -0.19 -3.03 1.11

---

[2]
C4H7Cl in the gas phase at a distorted geometry, computed with ωB97M-V/def2-TZVPD.

Results
- structure (SMILES) = C/C=C(/C)Cl
- electronic energy (eV) = -16783.03051

Each line ends with the Mulliken charge.
Element x y z (Å)
C  1.686  -0.340  1.454  -1.149
C  1.081  -0.731  0.092  -0.208
C  -0.062  -0.250  -0.472  0.563
C  -0.534  -0.730  -1.830  -1.073
H  1.058  0.449  1.929  0.254
H  2.681  -0.095  1.384  0.348
H  1.865  -1.121  2.143  0.336
H  1.540  -1.499  -0.507  0.258
H  -0.845  0.104  -2.515  0.310
H  -1.526  -1.178  -1.755  0.294
H  0.268  -1.269  -2.393  0.303
Cl  -1.063  0.995  0.367  -0.238

Forces on atoms 1 to 3 (eV/Å):
C -2.81 0.37 -1.07
C -1.54 1.03 0.73
C 1.51 -0.34 0.60

---

[3]
A molecular structure, C22H9F12N5OReS2 at a distorted geometry, computed with ωB97M-V/def2-TZVPD.

Results
- electronic energy (eV) = -88855.61269
- charge = +2
- expectation value of S² = 0.77
- multiplicity = 2

Each line ends with the Mulliken charge.
Element x y z (Å)
Re  -0.455  0.132  -0.016  0.704
F  -1.936  -5.391  -2.735  -0.261
C  -1.689  -4.549  -1.742  0.681
F  -2.554  -4.770  -0.751  -0.212
F  -0.447  -4.801  -1.267  -0.214
C  -1.745  -3.109  -2.204  -0.110
C  -2.026  -2.762  -3.520  -0.317
C  -1.996  -1.424  -3.903  -0.795
C  -1.620  -0.467  -2.981  -0.315
N  -1.326  -0.811  -1.722  -0.158
C  -1.434  -2.090  -1.321  0.722
S  -1.042  -2.150  0.392  -0.273
H  -2.257  -3.532  -4.245  0.573
H  -2.241  -1.134  -4.914  0.448
H  -1.551  0.583  -3.236  0.551
S  6.602  -0.204  2.631  0.267
N  5.966  -0.804  1.289  -0.633
C  4.693  -0.463  1.271  0.845
C  3.743  -0.791  0.242  -0.022
C  4.040  -1.555  -0.894  -0.416
C  3.044  -1.774  -1.826  -1.020
C  1.788  -1.232  -1.622  0.072
N  1.470  -0.532  -0.522  -0.048
C  2.443  -0.311  0.407  0.211
C  2.043  0.436  1.576  0.310
N  0.736  0.804  1.627  -0.076
C  0.336  1.544  2.662  0.229
C  1.194  1.950  3.677  -1.071
C  2.517  1.567  3.645  -0.601
C  2.958  0.780  2.573  0.093
C  4.308  0.306  2.415  0.841
N  5.308  0.512  3.249  -0.625
H  5.039  -1.953  -1.018  0.602
H  3.228  -2.363  -2.713  0.474
H  1.017  -1.365  -2.368  0.425
H  -0.707  1.819  2.712  0.180
H  0.802  2.560  4.479  0.519
H  3.220  1.859  4.414  0.595
F  -4.463  2.107  2.108  -0.262
C  -3.159  2.120  1.929  0.638
F  -2.650  0.971  2.423  -0.230
F  -2.653  3.102  2.676  -0.228
C  -2.767  2.220  0.372  0.493
O  -2.129  1.070  -0.012  -0.485
C  -4.071  2.273  -0.499  0.503
F  -3.733  2.159  -1.794  -0.194
F  -4.735  3.400  -0.306  -0.232
F  -4.842  1.228  -0.205  -0.213
C  -1.824  3.456  -0.005  0.746
F  -1.774  4.431  0.876  -0.226
F  -0.534  2.971  -0.124  -0.245
F  -2.135  3.975  -1.177  -0.244

Forces on atoms 1 to 3 (eV/Å):
Re -2.09 -1.77 -0.09
F -0.01 0.03 0.05
C 0.17 0.00 0.04

---

[4]
C28H25N3O6 in the gas phase at a distorted geometry, computed with ωB97M-V/def2-TZVPD.

Results
- structure (SMILES) = Cc1ccc(NC(=O)N(Cc2ccc3c(c2)OCO3)Cc2cc3cc4c(cc3[nH]c2=O)OCCO4)cc1
- electronic energy (eV) = -46198.30104

Each line ends with the Mulliken charge.
Element x y z (Å)
C  7.090  1.948  5.529  -1.440
C  6.159  1.482  4.448  0.895
C  6.140  0.152  4.051  -0.844
C  5.276  -0.297  3.070  -0.372
C  4.395  0.593  2.462  0.650
C  4.409  1.930  2.853  -0.566
C  5.279  2.364  3.833  -0.832
H  5.275  3.405  4.125  0.317
H  3.727  2.624  2.381  0.427
N  3.526  0.230  1.431  0.174
C  3.111  -1.034  1.127  0.557
O  3.366  -2.030  1.778  -0.718
N  2.340  -1.120  -0.019  0.373
C  1.694  -2.387  -0.294  -1.573
C  0.191  -2.283  -0.290  0.767
C  -0.457  -1.568  0.707  -0.094
C  -1.836  -1.384  0.707  -1.182
C  -2.544  -1.961  -0.319  1.041
C  -1.906  -2.716  -1.302  0.837
C  -0.545  -2.885  -1.313  -1.524
H  -0.066  -3.459  -2.090  0.421
O  -2.833  -3.177  -2.199  -0.531
C  -4.082  -2.715  -1.735  -0.335
O  -3.892  -1.916  -0.584  -0.507
H  -4.565  -2.121  -2.525  0.248
H  -4.723  -3.576  -1.482  0.314
H  -2.332  -0.814  1.475  0.498
H  0.133  -1.129  1.498  0.511
H  2.027  -3.070  0.496  0.414
H  2.037  -2.780  -1.258  0.378
C  2.288  -0.123  -1.070  -2.212
C  0.950  0.574  -1.107  0.886
C  -0.029  0.220  -1.973  -0.171
C  -1.349  0.747  -1.878  0.927
C  -2.407  0.311  -2.681  -0.627
C  -3.686  0.783  -2.481  0.272
C  -3.929  1.759  -1.493  0.289
C  -2.892  2.195  -0.688  -0.816
C  -1.610  1.687  -0.861  -0.143
N  -0.574  2.091  -0.066  0.108
C  0.708  1.608  -0.113  0.163
O  1.554  2.071  0.644  -0.878
H  -0.752  2.797  0.640  0.257
H  -3.103  2.930  0.073  0.450
O  -5.162  2.303  -1.297  -0.476
C  -6.091  2.008  -2.319  -0.486
C  -5.985  0.537  -2.712  -0.465
H  -6.704  0.280  -3.491  0.380
O  -4.705  0.273  -3.246  -0.503
H  -6.156  -0.088  -1.824  0.234
H  -7.077  2.244  -1.917  0.356
H  -5.890  2.635  -3.197  0.288
H  -2.237  -0.426  -3.449  0.442
H  0.165  -0.518  -2.738  0.421
H  3.089  0.603  -0.917  0.566
H  2.455  -0.629  -2.029  0.437
H  2.951  1.002  1.092  0.200
H  5.271  -1.334  2.780  0.442
H  6.817  -0.551  4.516  0.356
H  8.034  1.408  5.485  0.366
H  6.647  1.768  6.509  0.279
H  7.289  3.013  5.438  0.355

Forces on atoms 1 to 3 (eV/Å):
C -0.09 -0.04 0.04
C 0.06 0.03 0.02
C -0.04 0.21 -0.01

---

[5]
A molecular structure, C36H34N13O2S2Tl, computed with ωB97M-V/def2-TZVPD.

Results
- electronic energy (eV) = -87716.69280

Each line ends with the Mulliken charge.
Element x y z (Å)
Tl  -2.996  -1.179  1.955  0.941
C  1.108  -4.423  2.773  -1.617
C  -0.182  -3.912  2.199  0.497
N  -1.109  -3.382  2.891  0.047
N  -0.818  -3.159  4.213  -0.078
C  -1.830  -2.848  5.081  0.273
N  -1.382  -2.262  6.214  -0.399
S  -3.422  -3.232  4.839  -0.364
C  -0.428  -3.970  0.728  0.607
C  0.530  -4.479  -0.144  -0.551
C  0.283  -4.450  -1.508  -0.886
C  -0.906  -3.918  -1.963  -0.372
C  -1.804  -3.425  -1.022  -0.514
N  -1.577  -3.439  0.284  -0.091
H  0.948  -4.741  3.802  0.451
H  1.484  -5.273  2.209  0.541
H  1.884  -3.653  2.780  0.202
H  0.095  -2.736  4.391  -0.022
H  -0.485  -1.800  6.231  0.177
H  -2.085  -1.964  6.867  0.235
H  1.459  -4.886  0.224  0.258
H  1.018  -4.837  -2.203  0.416
H  -1.135  -3.862  -3.017  0.496
H  -2.748  -2.991  -1.333  0.598
C  2.474  -1.008  -0.819  -0.884
C  2.739  -0.987  0.639  0.827
N  3.900  -1.054  1.212  -0.931
N  3.611  -0.985  2.549  0.249
C  2.303  -0.872  2.823  0.033
S  1.603  -0.737  4.349  -0.478
N  1.739  -0.878  1.584  0.602
N  0.373  -0.784  1.335  0.994
H  3.423  -1.065  -1.344  0.519
H  1.923  -0.115  -1.122  -0.018
H  1.861  -1.872  -1.086  0.058
H  4.344  -0.992  3.236  0.202
H  0.071  -1.598  0.806  -0.672
H  0.229  0.025  0.720  -0.463
N  6.097  4.168  1.685  -0.527
C  4.968  3.965  1.752  -0.026
C  3.554  3.711  1.837  0.410
C  2.693  4.228  0.871  -0.973
C  1.337  3.968  0.945  -0.332
C  0.838  3.207  1.995  0.812
C  1.690  2.697  2.965  -0.395
C  3.047  2.942  2.881  -0.817
N  -0.541  2.905  2.055  0.312
C  -1.590  3.659  1.570  -0.384
C  -2.696  2.878  1.696  -0.888
N  -2.350  1.655  2.223  -0.297
C  -1.069  1.717  2.461  -0.277
H  3.092  4.812  0.054  0.460
H  0.673  4.319  0.167  0.380
H  1.300  2.104  3.782  0.687
H  3.716  2.542  3.632  0.501
H  -1.454  4.662  1.208  0.589
H  -3.708  3.108  1.408  0.431
H  -0.456  0.914  2.843  0.273
O  -3.994  -0.874  -0.664  -0.797
C  -2.978  -0.344  -1.107  -0.885
N  -2.801  0.010  -2.430  -0.016
C  -1.536  0.707  -2.599  2.423
C  -0.991  0.587  -1.145  -1.220
O  0.103  1.048  -0.800  -0.811
N  -1.858  -0.065  -0.366  1.092
C  -1.752  2.167  -2.983  -0.169
C  -2.100  3.093  -2.005  0.092
C  -2.378  4.406  -2.347  -0.656
C  -2.309  4.813  -3.674  -0.576
C  -1.963  3.896  -4.653  -0.824
C  -1.684  2.579  -4.309  -0.280
C  -0.589  -0.017  -3.549  -0.398
C  0.730  0.419  -3.672  0.019
C  1.610  -0.235  -4.518  -0.781
C  1.183  -1.324  -5.269  -0.525
C  -0.130  -1.751  -5.165  -0.859
C  -1.011  -1.103  -4.304  -0.225
H  -3.610  0.226  -2.990  0.344
H  -2.149  2.790  -0.965  0.085
H  -2.648  5.117  -1.576  0.457
H  -2.524  5.840  -3.941  0.399
H  -1.906  4.203  -5.690  0.420
H  -1.404  1.872  -5.079  0.477
H  1.058  1.273  -3.093  0.525
H  2.632  0.113  -4.601  0.450
H  1.870  -1.828  -5.938  0.429
H  -0.478  -2.589  -5.756  0.462
H  -2.032  -1.449  -4.215  0.524

Forces on atoms 1 to 3 (eV/Å):
Tl -0.01 -0.08 -0.16
C 0.01 0.00 0.01
C 0.16 -0.08 -0.15

---

Q: Which of these has the highest electronic energy?
A: C3H10N3O

---

Q: What is the formula in the fourth record?
A: C28H25N3O6

---

Q: Look up the electronic energy of the first one.
A: -9781.32275 eV